Entry from the Open Molecules 2025 dataset: 3 unconnected molecules or ions with the total composition C4H6BrIO2 in a non-equilibrium geometry (ωB97M-V/def2-TZVPD).

```
14
Properties=species:S:1:pos:R:3:forces:R:3:nbo_charge:R:1
C -1.871314 -0.321861 1.969114 -0.3364 0.1099 0.9755 0.481
C 1.342950 1.176460 -0.421868 -1.8466 1.5126 -0.0562 -0.670
C 0.481836 -1.132582 -0.982459 0.3409 -1.4945 -1.3633 -0.422
C 0.770537 -0.182750 -0.083921 -0.2337 0.5930 -1.4002 0.323
O -1.772069 0.426315 2.809830 -0.1688 -0.1788 -0.3050 -0.507
O 0.475298 -0.382049 1.189589 -0.2421 -1.4813 0.9875 -0.685
Br -0.115393 -2.846770 -0.332530 -0.1697 0.0610 0.1209 0.014
I -3.055981 0.810708 -0.740301 0.8439 -0.1382 -0.6348 -0.112
H 1.342114 1.503616 -1.460928 -0.0735 -0.9155 -0.3014 0.237
H 0.844088 2.084066 0.038718 -0.0965 -1.4789 0.0833 0.242
H 2.321224 1.284467 -0.085042 1.9227 -0.2284 0.6705 0.235
H 0.695553 -1.359208 -2.048979 0.0394 1.3912 1.0017 0.256
H -1.513371 0.263724 -1.112494 -1.0217 0.2784 0.2875 0.111
H 0.054525 -1.324130 1.261276 1.0420 1.9696 -0.0661 0.498
```
Forces are in eV/Å.

Summary:
Strongest force on any atom in eV Å⁻¹: 2.39
HOMO level in eV: -9.060
HOMO-LUMO gap in eV: 9.5468
Energy above the lowest of the compared OMol25 structures with the same formula, charge and spin in kcal/mol: 4.5
LUMO level in eV: 0.4864